ORCA calculation (ωB97M-V/def2-TZVPD) on C51H68CrN2O9 as an isolated structure at a distorted geometry.

Last column: Löwdin charge in e.
Element x y z (Å)
Cr -1.15624 -0.07236 0.37027  0.98
C -4.15807 -0.86690 -3.31407  -0.12
N -2.77541 -0.76141 -2.92028  -0.27
C -1.97427 -1.81013 -3.50928  -0.08
C -2.24408 0.56635 -3.17126  -0.16
C -2.35440 1.52575 -1.97343  -0.14
N -1.16932 1.58010 -1.10265  -0.17
C 0.04927 1.76429 -1.90729  -0.10
C 0.77107 0.57165 -2.48074  -0.13
C 1.51136 0.79200 -3.62710  -0.01
C 2.43012 -0.13289 -4.10514  -0.18
C 2.59896 -1.28163 -3.34577  0.00
C 1.86245 -1.57371 -2.20926  -0.08
C 0.84679 -0.66659 -1.78077  -0.28
O 0.01444 -0.95701 -0.84448  -0.16
C 2.27092 -2.82252 -1.43123  -0.52
C 3.72833 -2.63303 -0.97520  -0.04
C 2.17846 -4.06237 -2.33494  -0.05
C 1.42605 -3.09273 -0.18742  -0.06
C 3.21874 0.15008 -5.37515  -0.56
C 3.79310 1.57502 -5.32988  -0.06
C 4.39933 -0.81012 -5.56027  -0.07
C 2.27777 0.02442 -6.58303  -0.05
C -1.28301 2.78004 -0.24808  -0.12
C -0.03188 3.08147 0.53393  -0.14
C 0.51582 4.34909 0.45509  0.00
C 1.63223 4.71927 1.19033  -0.19
C 2.12905 3.78586 2.09998  0.02
C 1.63889 2.50082 2.19996  -0.08
C 0.60087 2.08121 1.31772  -0.28
O 0.29311 0.83729 1.20198  -0.16
C 2.16156 1.49899 3.22146  -0.53
C 0.96671 0.99282 4.04351  -0.03
C 2.83039 0.31976 2.50008  -0.04
C 3.18454 2.10938 4.18791  -0.07
C 2.34548 6.03339 0.90969  -0.56
C 3.24211 6.46538 2.07588  -0.07
C 1.36225 7.17471 0.62404  -0.06
C 3.21700 5.80932 -0.33797  -0.05
H -4.29920 -0.72175 -4.40543  0.09
H -4.74228 -0.11478 -2.78645  0.08
H -4.53405 -1.85734 -3.05473  0.08
H -1.93324 -1.74814 -4.61300  0.09
H -2.39979 -2.77477 -3.23455  0.09
H -0.96502 -1.75874 -3.10757  0.07
H -2.77088 1.03019 -4.02522  0.12
H -1.19633 0.46793 -3.45168  0.10
H -3.20459 1.23219 -1.35648  0.12
H -2.53736 2.54117 -2.36904  0.13
H 0.78395 2.24769 -1.24912  0.14
H -0.16876 2.48049 -2.71803  0.14
H 1.37960 1.73782 -4.13543  0.11
H 3.35870 -1.98363 -3.64483  0.09
H 4.39911 -2.51099 -1.82275  0.07
H 4.05566 -3.49843 -0.40170  0.08
H 3.80510 -1.74846 -0.34756  0.09
H 2.82389 -3.98024 -3.20626  0.07
H 1.15619 -4.19750 -2.67990  0.08
H 2.47426 -4.94785 -1.77460  0.08
H 1.43353 -2.24465 0.49184  0.08
H 1.82434 -3.96370 0.33518  0.08
H 0.39187 -3.29136 -0.45486  0.09
H 4.36221 1.72061 -4.41417  0.09
H 3.00358 2.32010 -5.36526  0.07
H 4.45328 1.74430 -6.18005  0.08
H 5.07529 -0.74346 -4.70929  0.09
H 4.95879 -0.54300 -6.45686  0.08
H 4.06454 -1.83875 -5.67279  0.08
H 1.44130 0.71254 -6.48231  0.08
H 1.88034 -0.98578 -6.65247  0.08
H 2.80382 0.25528 -7.50909  0.08
H -2.11756 2.62231 0.44195  0.12
H -1.52064 3.65583 -0.87674  0.13
H 0.04996 5.05465 -0.21743  0.11
H 2.93763 4.07216 2.74939  0.08
H 0.22819 0.54483 3.38410  0.07
H 0.49987 1.82148 4.57447  0.09
H 1.28859 0.24632 4.76822  0.08
H 2.10202 -0.19064 1.87625  0.07
H 3.23191 -0.38846 3.22529  0.08
H 3.64553 0.67384 1.86913  0.09
H 2.76692 2.96262 4.71855  0.08
H 4.08733 2.41872 3.66340  0.08
H 3.46615 1.36015 4.92672  0.08
H 2.67056 6.51043 3.00070  0.09
H 3.66062 7.45276 1.87947  0.08
H 4.07221 5.77458 2.20935  0.08
H 0.66796 7.30111 1.45149  0.09
H 0.78971 6.98405 -0.27838  0.07
H 1.90685 8.10699 0.47758  0.08
H 3.89769 4.97542 -0.17789  0.09
H 3.80024 6.69992 -0.57250  0.08
H 2.58786 5.56915 -1.19199  0.08
C -0.02974 -6.47558 2.58727  -0.09
O -1.40095 -6.39323 2.29531  -0.08
C -1.88642 -5.17187 1.88943  -0.26
C -3.20430 -5.18316 1.40532  -0.02
C -3.76045 -4.02386 0.93281  -0.03
C -3.04935 -2.81384 0.88442  -0.08
C -3.60273 -1.63788 0.27593  -0.30
C -5.10530 -1.45075 0.17652  0.03
O -2.88899 -0.71675 -0.18134  -0.08
C -1.71157 -2.78512 1.41389  -0.32
O -1.00833 -1.72239 1.51441  -0.11
C -1.17484 -3.99767 1.91960  0.05
H 0.17799 -7.53313 2.75585  0.09
H 0.23010 -5.90635 3.48629  0.09
H 0.57903 -6.11713 1.74998  0.09
H -3.74844 -6.11441 1.39740  0.11
H -4.76056 -4.05993 0.52565  0.11
H -5.65398 -2.18124 0.76052  0.07
H -5.42473 -1.49832 -0.86146  0.07
H -5.34423 -0.45649 0.55236  0.10
H -0.17277 -3.94059 2.31463  0.12
O -4.14296 2.14299 2.24274  0.02
C -3.40002 1.17266 2.39975  -0.59
O -2.35323 0.94276 1.72790  -0.10
C -3.74175 0.15150 3.47720  -0.11
C -4.96381 0.22246 4.13144  -0.03
C -5.34113 -0.72557 5.07789  0.00
C -4.45277 -1.74539 5.32159  -0.20
O -4.57724 -2.81720 6.18214  0.02
C -3.40001 -3.57547 6.00981  -0.18
O -2.52458 -2.90868 5.13918  0.03
C -3.21527 -1.80730 4.68200  -0.18
C -2.82818 -0.86571 3.76525  0.08
H -5.62917 1.03921 3.89104  0.11
H -6.28823 -0.66965 5.59088  0.11
H -3.65677 -4.56460 5.58846  0.14
H -2.91648 -3.71835 6.99068  0.13
H -1.87584 -0.90424 3.26342  0.11

Atoms 1-2, force components in eV/Å:
0.6 0.7 0.6
0.1 0.0 0.0

## Properties
Spin multiplicity: 4
LUMO (alpha / beta): 2.382 / 2.382 eV
HOMO-LUMO gap (alpha / beta): 6.95 / 7.10 eV
Relative energy (zero: lowest compared OMol25 entry of this formula, charge and spin): 0.0 kcal/mol
Total charge: -1